C17H25CuN4O9P2 as an isolated structure. Source: the OMol25 dataset; level of theory: ωB97M-V/def2-TZVPD.

Properties
HOMO energy (spin up / spin down)	-11.088 / -11.605	eV
electronic energy	-105623.0063	eV
spin multiplicity	2
total charge	+1
ΔE to the lowest compared entry with this formula, charge and spin	0.9260	eV
orbital gap (spin up / spin down)	4.95 / 5.47	eV

Geometry as XYZ:
```
58
Properties=species:S:1:pos:R:3:forces:R:3:lowdin_charge:R:1
Cu 0.008963 0.289217 -0.205348 -0.7 -1.6 -1.1 0.054
P -1.840960 0.584363 -1.325856 -1.3 1.1 -0.6 0.847
P 1.901414 -0.635533 -0.576705 1.3 0.4 1.1 0.820
O -2.364440 -3.193982 3.673712 0.6 2.0 -0.7 0.102
O 3.095850 2.520377 -4.110821 0.1 0.2 -0.2 -0.065
O 1.838356 2.270955 2.525240 -2.5 -0.9 0.1 0.148
O 1.097168 0.809468 7.226603 -1.7 -1.9 -1.2 0.083
O 0.048474 2.014688 1.200708 0.5 0.0 1.8 0.023
O -0.244247 -0.904867 7.615611 1.1 1.6 -1.7 0.094
O -2.951961 -1.798733 2.107348 1.4 0.0 1.7 0.081
O -0.286591 5.032914 -1.204101 -0.1 -0.6 0.1 -0.047
O -0.664794 -0.656902 1.438739 0.2 0.8 3.0 -0.065
N 0.753705 1.705778 2.379091 1.9 0.0 -0.3 -0.149
N -2.248795 -2.101243 3.087089 -2.4 -2.4 -0.4 -0.297
N 0.304670 -0.084256 6.848476 0.3 0.1 3.1 -0.307
N -0.020841 -1.108673 -2.489107 0.0 -0.3 -0.3 0.036
C -3.221957 0.824362 -0.188391 -0.3 0.1 0.0 -0.240
C -1.189354 -1.471781 -2.994789 0.6 0.2 0.2 -0.313
C 1.969671 -2.079624 0.556905 0.1 -0.1 -0.2 -0.212
C -0.042530 -0.163518 5.448247 1.6 1.8 -2.0 -0.105
C 2.295517 -1.301863 -2.168687 -0.7 0.0 -0.6 -0.125
C -0.973574 -1.095811 4.966192 -1.0 -0.7 -0.6 0.135
C -0.076820 -2.771612 -4.690356 0.3 0.5 0.3 -0.030
C 0.228752 0.723794 3.214851 -0.1 0.6 -0.8 -0.050
C 3.333597 0.383017 -0.104315 0.3 -0.5 -0.2 -0.237
C 0.596049 0.727139 4.570769 -0.4 -0.4 1.3 0.134
C 1.177504 -1.536453 -2.995088 -1.2 -1.2 -0.5 -0.322
C -2.399771 -0.864185 -2.294205 0.6 -0.6 -0.1 -0.234
C -2.071050 1.929712 -2.550869 0.2 0.0 0.0 -0.223
C -1.264831 -2.338490 -4.090663 0.0 0.1 -0.2 0.004
C 1.155934 -2.371488 -4.160796 -0.1 0.2 0.5 0.016
C -1.302738 -1.155604 3.627093 0.9 0.6 1.3 -0.052
C -0.615220 -0.341517 2.683577 -0.4 -0.4 -3.6 -0.206
H -1.430537 -1.768222 5.682370 -0.1 -0.1 -0.1 0.148
H 4.210049 -0.279309 -0.055718 0.0 0.5 0.1 0.058
H 3.267722 -1.666706 -2.453205 0.3 0.1 0.0 0.095
H 2.823364 -2.722402 0.322356 -0.1 0.1 0.1 0.058
H -0.352591 4.134298 -0.854834 -0.2 0.1 -0.2 0.002
H -3.289433 -0.041102 0.475848 -0.1 0.1 0.0 0.026
H 2.101880 -2.739944 -4.547644 -0.2 0.1 -0.2 0.117
H -0.109978 -3.380814 -5.590022 0.0 0.0 0.3 0.118
H 0.471743 5.361011 -0.722672 0.3 0.5 0.1 0.034
H -2.248569 -2.616061 -4.460602 0.3 -0.1 -0.1 0.122
H 3.455001 1.128297 -0.905282 0.1 -0.1 0.4 0.057
H 0.665664 1.650941 0.467920 0.4 1.0 0.3 0.043
H 3.608841 2.674614 -4.910619 0.2 -0.4 -0.1 0.037
H -3.020922 1.712949 0.416795 -0.1 -0.1 0.0 0.054
H -1.978233 2.904637 -2.046024 -0.1 -0.3 -0.3 0.039
H 2.709967 3.391976 -3.998544 -0.3 0.1 0.3 0.029
H -1.281801 1.843908 -3.313486 -0.3 0.1 0.2 0.056
H -3.177289 -0.602287 -3.019872 0.0 0.0 0.2 0.104
H -2.805160 -1.583495 -1.568877 0.0 0.0 -0.2 0.108
H 2.053832 -1.734654 1.589753 0.0 0.1 -0.1 0.046
H 1.040921 -2.651045 0.474933 0.1 0.0 -0.1 0.053
H -3.062557 1.840239 -3.026782 0.4 0.1 0.2 0.060
H 3.147243 0.878664 0.864513 0.2 -0.2 -0.4 0.031
H -4.151355 0.958651 -0.747237 -0.1 0.0 0.2 0.060
H 1.327054 1.466218 4.906754 -0.3 -0.3 0.2 0.148
```
Forces are in eV/Å.

C17H25F3IInO4PS as an isolated structure. Source: the OMol25 dataset; level of theory: ωB97M-V/def2-TZVPD.

Properties
HOMO energy	-3.936	eV
electronic energy	-67776.0393	eV
spin multiplicity	1
total charge	-1
orbital gap	6.12	eV

Geometry as XYZ:
```
53
Properties=species:S:1:pos:R:3:forces:R:3:lowdin_charge:R:1
I 1.384876 -3.277600 -4.697704 -0.1 -0.1 -0.1 0.656
In -0.169656 -1.892057 -0.535230 -0.6 -0.2 0.4 0.661
S 0.067638 4.537734 1.390975 0.3 -0.2 0.0 0.660
P -0.674179 0.473339 0.263319 0.5 0.5 0.0 0.690
F 2.572933 -4.618541 1.384899 -0.1 0.0 -0.1 0.132
F 3.018792 -3.906086 3.364544 0.2 0.0 0.0 0.102
F 3.690358 -2.803083 1.624976 0.1 0.1 -0.1 0.130
O 1.741477 -4.362498 -1.923183 0.0 0.7 -1.5 -0.037
O 1.639689 -1.298387 2.087881 0.3 0.1 0.4 -0.070
O -0.916204 4.713330 2.429077 -0.1 0.0 -0.1 -0.320
O -0.242109 3.867390 0.157771 -0.2 0.6 0.3 -0.347
C 0.798166 6.132793 1.028143 0.2 0.3 0.1 -0.236
C -3.297809 -2.180848 -3.669300 -0.3 0.5 -0.7 -0.115
C 2.645585 4.860119 1.988038 0.0 0.1 0.0 -0.217
C -2.668907 -3.729644 -1.480621 0.7 0.4 0.5 -0.136
C 1.539016 3.804440 2.109053 0.5 0.0 0.1 -0.215
C 1.970641 6.238878 1.997848 0.0 -0.1 0.0 -0.230
C 1.647856 -3.320588 -2.518339 0.3 -0.4 2.7 -0.921
C -2.269096 -1.835570 -2.828014 0.3 1.0 -0.5 -0.169
C 1.674925 -1.992449 -1.838997 -0.1 0.0 -1.6 -0.277
C -3.689964 -4.065954 -2.322816 -1.0 -1.7 0.3 -0.133
C -0.890181 1.447381 -1.335257 0.2 -0.7 0.0 -0.391
C -2.382195 0.294177 1.018777 0.4 -0.6 -0.7 -0.389
C 2.654892 -3.501636 2.117316 -0.2 -0.2 0.4 -0.562
C 1.349793 -2.676522 2.208839 -0.6 -0.2 -0.5 -0.363
C -1.915278 -2.593010 -1.738452 1.2 0.1 1.0 -0.245
C 0.227549 -3.159873 1.281157 -0.1 0.1 -0.2 -0.192
C -4.010460 -3.325641 -3.426290 -0.5 0.1 -0.6 -0.126
H 1.604884 6.463917 3.002550 0.0 0.0 0.0 0.116
H -2.287033 -0.528127 1.735038 0.0 0.3 0.2 0.006
H 2.616265 -1.876270 -1.297351 -0.2 -0.2 0.2 0.050
H -0.696349 -3.128978 1.869271 0.0 0.0 -0.1 0.035
H -2.410418 -4.315762 -0.605629 -0.2 -0.3 -0.1 0.089
H 2.660491 7.030531 1.705340 0.0 0.0 0.0 0.110
H -1.739222 -0.918099 -3.071477 0.1 0.0 0.1 0.082
H -3.093907 -0.067032 0.267934 -0.1 0.3 0.1 0.015
H -2.718302 1.210090 1.502395 0.0 -0.1 0.0 0.010
H 3.371404 4.760337 2.794506 0.0 0.0 0.0 0.111
H 1.778107 2.892297 1.566867 -0.3 -0.1 0.0 0.097
H -4.276032 -4.968505 -2.157070 0.1 0.0 0.2 0.096
H 3.181933 4.725188 1.046124 0.0 0.0 0.0 0.115
H 2.039252 -1.124397 1.227904 -0.2 0.0 -0.1 0.058
H 1.142156 6.111053 -0.005794 0.0 -0.1 0.0 0.105
H -1.871588 1.292036 -1.794235 0.0 0.2 0.1 0.020
H 1.319742 3.568630 3.148339 -0.1 0.0 0.0 0.106
H -3.522333 -1.544398 -4.518927 -0.1 -0.1 0.0 0.097
H 0.996268 -2.777171 3.235935 0.3 0.0 0.1 0.140
H 0.335870 -4.192995 0.944611 0.2 0.1 0.1 0.037
H 0.053498 6.914658 1.159160 -0.1 -0.1 0.0 0.103
H -0.154764 1.012339 -2.024931 -0.1 0.1 0.0 -0.001
H -0.627003 2.495707 -1.182785 -0.5 -0.4 -0.2 -0.033
H 1.608964 -1.214919 -2.605162 0.1 0.1 0.2 0.004
H -4.810030 -3.649721 -4.081026 0.0 0.1 0.0 0.094
```
Forces are in eV/Å.

C17H25IrN2O7P2 as an isolated structure. Source: the OMol25 dataset; level of theory: ωB97M-V/def2-TZVPD.

Properties
HOMO energy	-7.802	eV
electronic energy	-56770.7265	eV
spin multiplicity	1
total charge	0
ΔE to the lowest compared entry with this formula, charge and spin	0.0000	eV
orbital gap	7.85	eV

Geometry as XYZ:
```
54
Properties=species:S:1:pos:R:3:forces:R:3:lowdin_charge:R:1
Ir 0.316122 -0.161396 0.210003 -0.6 0.0 0.6 1.359
P 3.252699 -0.728387 -0.057760 0.0 -0.2 -0.3 0.300
P 1.071877 -3.071262 -0.262849 0.0 0.4 -0.3 0.296
O 4.706501 -0.590110 -0.281716 0.0 0.1 0.1 -0.283
O 2.237228 0.227093 -0.647847 0.1 0.2 -0.2 -0.383
O 0.210301 -1.943481 -0.832779 0.1 -0.5 -0.1 -0.404
O 1.075857 -4.429185 -0.835290 0.0 -0.1 0.1 -0.273
O 2.941853 -0.852659 1.540119 -0.1 0.1 0.1 -0.169
O 0.926772 -3.061341 1.316831 -0.2 0.2 0.1 -0.168
O -0.796590 -1.072745 1.592675 0.0 0.2 0.1 -0.364
N 3.712943 -3.368190 0.155053 0.0 0.0 0.1 0.184
N 0.178571 1.639428 1.120486 0.2 0.1 0.0 -0.053
C -2.274589 2.709901 -1.391921 0.0 0.1 0.0 -0.034
C -1.334508 2.008549 -0.638972 -0.1 0.0 0.0 -0.205
C 0.740515 3.225124 2.802950 0.0 0.0 0.0 -0.051
C -2.365367 -1.944326 3.110525 0.0 -0.1 0.0 -0.036
C -2.785460 -2.037866 0.632232 0.0 0.0 0.0 -0.024
C 0.872848 1.990205 2.210706 -0.1 -0.1 0.0 -0.090
C -0.142955 4.135587 2.238157 0.0 0.1 0.1 -0.052
C -2.519006 0.807838 -2.829924 0.0 0.0 0.0 -0.073
C 2.783933 -2.424114 -0.581704 0.0 -0.1 -0.1 -0.518
C -1.586766 0.098642 -2.090700 0.0 0.0 0.0 -0.089
C -0.849862 3.785159 1.110496 0.0 -0.1 -0.1 0.007
C -2.877361 0.146353 1.855362 0.0 0.1 0.0 -0.029
C 3.073718 -2.553454 -2.077051 0.0 0.0 0.0 -0.076
C -2.200719 -1.216121 1.778758 0.0 -0.1 -0.1 -0.690
C -0.994536 0.691686 -0.977540 0.4 -0.2 -0.1 -0.223
C -0.675510 2.522142 0.551305 0.1 0.0 0.0 -0.202
C -2.866723 2.111058 -2.485034 -0.1 0.1 0.0 -0.088
H -3.417773 -2.150148 3.314905 0.0 0.0 0.0 0.086
H -3.596988 2.652889 -3.070928 0.0 0.0 0.0 0.100
H -2.546956 3.724212 -1.125223 0.0 0.0 0.0 0.105
H 2.884844 -3.572349 -2.415873 0.0 0.0 0.0 0.083
H -2.870168 0.646407 0.886650 0.0 0.0 0.0 0.069
H -1.320342 -0.914351 -2.359823 0.0 0.0 0.0 0.096
H 4.686394 -3.082966 0.013532 0.0 0.0 0.0 0.155
H 3.663686 -0.467441 2.052752 0.0 0.0 0.0 0.085
H 0.229419 -2.371224 1.587452 0.0 -0.2 0.0 0.042
H -2.984660 0.340676 -3.688859 0.0 0.0 0.0 0.105
H 2.397147 -1.891970 -2.616524 0.0 0.0 0.0 0.095
H 3.540702 -4.317773 -0.187697 0.0 0.0 0.0 0.158
H 4.098661 -2.256760 -2.307023 0.0 0.0 0.0 0.085
H -2.369008 -3.046954 0.623697 0.0 0.0 0.0 0.089
H -1.963844 -1.339640 3.925183 0.0 0.0 0.0 0.084
H -1.536251 4.483447 0.654189 0.0 0.0 0.0 0.111
H -2.363673 0.777867 2.584518 0.0 0.0 0.0 0.086
H 3.492128 -3.338042 1.154675 0.0 0.0 0.0 0.150
H -2.534767 -1.563589 -0.316225 -0.1 0.0 0.0 0.058
H -3.917489 0.033028 2.166607 0.0 0.0 0.0 0.089
H -1.831696 -2.896073 3.084886 0.0 0.0 0.0 0.083
H 1.537761 1.233419 2.600823 0.0 0.0 0.0 0.108
H 1.316466 3.466624 3.684025 0.0 0.0 0.0 0.107
H -3.872136 -2.110626 0.715569 0.0 0.0 0.0 0.089
H -0.277141 5.113908 2.680640 0.0 0.0 0.0 0.112
```
Forces are in eV/Å.

C17H25IrO as an isolated structure. Source: the OMol25 dataset; level of theory: ωB97M-V/def2-TZVPD.

Properties
HOMO energy (spin up / spin down)	-8.799 / -13.165	eV
electronic energy	-22905.3302	eV
spin multiplicity	6
total charge	+1
ΔE to the lowest compared entry with this formula, charge and spin	1.8646	eV
orbital gap (spin up / spin down)	5.51 / 6.34	eV

Geometry as XYZ:
```
44
Properties=species:S:1:pos:R:3:forces:R:3:lowdin_charge:R:1
Ir -0.730177 -0.073208 -0.068736 0.9 -2.1 1.2 1.478
O -0.434691 -2.710577 1.550665 2.1 3.1 -1.1 0.096
C -1.096111 -3.702486 1.874379 -2.6 -3.9 1.4 -0.514
C -0.044012 -1.880154 -1.240429 -0.3 0.8 -0.6 -0.140
C -2.584800 -3.750925 1.711121 -0.3 0.4 -0.3 -0.017
C 0.273618 1.094418 1.465681 0.1 1.3 0.9 -0.179
C 2.633796 3.564868 0.010491 0.2 0.1 0.5 -0.092
C -0.393096 -4.912458 2.429745 0.8 0.0 0.0 -0.014
C -2.019570 1.249392 1.051726 -0.4 -0.3 0.7 -0.173
C -1.718203 -0.433140 -1.948703 -0.3 -0.8 -0.2 -0.178
C -0.743223 1.869848 0.791003 0.8 0.5 0.6 -0.192
C 1.147160 3.861764 -2.033200 -0.5 0.3 -0.3 -0.090
C -0.385657 0.019147 2.150736 -0.3 0.9 -0.3 -0.148
C -1.460953 -1.739027 -1.401807 -0.7 -0.4 -1.2 -0.168
C 0.591221 -0.671564 -1.690775 0.3 -0.1 -1.5 -0.180
C -1.794210 0.110930 1.901144 -0.9 0.7 0.9 -0.169
C -0.447428 0.225151 -2.147020 0.9 -0.1 -0.6 -0.194
C 2.248595 3.170857 -1.353715 -0.1 -0.4 0.2 -0.407
C 3.153373 2.304150 -2.126457 0.3 -0.4 -0.2 -0.090
H 0.467358 -2.751259 -0.849376 -0.1 0.3 0.2 0.125
H -1.101324 -5.686469 2.737705 0.1 0.3 -0.1 0.091
H 1.759452 3.819432 0.622782 0.1 0.1 0.0 0.071
H -2.212143 -2.477128 -1.134723 0.2 0.2 -0.2 0.106
H -0.290571 1.217993 -2.559108 0.0 -0.3 0.1 0.108
H 3.295163 4.449900 0.015863 -0.1 -0.1 0.1 0.097
H -2.555266 -0.572752 2.264711 0.2 0.3 -0.1 0.109
H 0.717182 3.242230 -2.832293 0.1 0.2 0.0 0.066
H 1.654842 -0.448064 -1.651269 -0.3 -0.1 -0.2 0.115
H 3.186421 2.756619 0.508759 0.0 0.2 0.0 0.075
H 3.950865 2.882003 -2.627731 -0.1 -0.1 0.0 0.097
H -3.034966 -2.884237 2.202951 -0.3 0.0 0.0 0.071
H 0.276648 -5.308628 1.658412 0.1 -0.2 0.2 0.085
H -2.973968 1.580068 0.651788 0.2 -0.1 0.3 0.129
H 3.653259 1.577013 -1.471617 0.0 0.1 -0.2 0.077
H -2.986538 -4.666024 2.151320 0.2 0.2 -0.1 0.092
H -2.693603 0.000628 -2.155695 0.3 -0.2 -0.1 0.129
H -2.844990 -3.720741 0.647421 -0.3 0.0 0.0 0.068
H -0.569476 2.762005 0.197393 0.0 -0.2 0.2 0.104
H 1.347148 1.268083 1.418254 -0.4 0.1 0.1 0.113
H 0.344794 4.133362 -1.333509 0.1 0.1 -0.1 0.067
H 2.615844 1.754976 -2.910615 0.1 0.1 0.0 0.072
H 0.108461 -0.735554 2.746857 -0.1 0.0 -0.3 0.121
H 0.209506 -4.592325 3.285034 0.1 -0.3 0.0 0.086
H 1.480271 4.801885 -2.509165 -0.1 -0.1 0.0 0.099
```
Forces are in eV/Å.